[1]
{
  "formula": "C26H25N9O5PS4W",
  "method": "ωB97M-V with the def2-TZVPD basis set",
  "e_lumo_ev": [-5.54, -5.54],
  "orbital_gap_ha": [0.2012, 0.2011],
  "total_charge": 1,
  "symbols": ["W", "S", "C", "S", "C", "C", "N", "C", "N", "O", "C", "C", "C", "C", "C", "C", "C", "O", "N", "N", "C", "S", "C", "C", "S", "H", "H", "H", "H", "H", "H", "H", "H", "H", "O", "C", "O", "C", "C", "C", "C", "C", "N", "H", "H", "H", "H", "C", "N", "C", "N", "C", "N", "C", "P", "C", "C", "H", "H", "H", "H", "H", "H", "H", "H", "H", "H", "H", "H", "O", "N"],
  "positions_angstrom": [[-0.51895, 0.18248, 1.18960], [-1.46108, 1.64526, 2.97257], [-1.07544, 0.44335, 4.17880], [-0.81762, -1.09925, 3.44774], [-0.97118, 0.74975, 5.49899], [-0.68749, -0.23008, 6.49169], [-0.45840, -1.02123, 7.29417], [-1.06809, 2.11747, 5.88984], [-1.07040, 3.23841, 6.15194], [2.70857, 2.34452, -2.79060], [1.87067, 1.53147, -3.44612], [2.14514, 1.27323, -4.79000], [1.31322, 0.46992, -5.53821], [0.18011, -0.11150, -4.96631], [-0.08604, 0.10777, -3.63599], [0.75120, 0.91623, -2.85191], [0.47027, 1.03954, -1.42730], [-0.25614, 0.11197, -0.84566], [0.98517, 2.00774, -0.73260], [0.73069, 1.92212, 0.62611], [1.36465, 2.86235, 1.30466], [2.08532, 4.18371, 0.44764], [2.94339, 4.87453, 1.89897], [2.14401, 4.53712, 3.13401], [1.62901, 2.79256, 3.00555], [2.37432, 2.50030, -1.89016], [3.02310, 1.73280, -5.22401], [1.53781, 0.29608, -6.58207], [-0.47928, -0.72833, -5.56090], [-0.96397, -0.32485, -3.17244], [3.01456, 5.95061, 1.74982], [3.94304, 4.44396, 1.92606], [1.23725, 5.13326, 3.22406], [2.73285, 4.63950, 4.04353], [-3.89144, -1.22627, -0.53656], [-3.16089, -0.43823, -0.00575], [-2.24962, -0.72768, 0.89715], [-3.16818, 1.03537, -0.30549], [-4.20172, 1.65160, -0.97952], [-4.11986, 3.01683, -1.20683], [-2.99977, 3.69745, -0.75478], [-2.01289, 3.00105, -0.08137], [-2.08974, 1.68980, 0.14701], [-5.04142, 1.05178, -1.30124], [-4.91198, 3.53891, -1.72558], [-2.88062, 4.75923, -0.91502], [-1.13366, 3.51219, 0.28891], [-0.60535, -5.14875, -0.37969], [-0.55875, -4.14902, -1.44395], [0.79404, -4.08279, -1.98573], [1.78870, -3.78332, -0.95829], [1.69858, -4.78008, 0.10752], [0.35856, -4.87449, 0.68283], [0.00762, -3.70394, 1.46024], [-0.00173, -2.19239, 0.36468], [-1.06486, -2.86499, -1.02309], [1.65652, -2.42853, -0.45936], [-0.37033, -6.12181, -0.81197], [-1.61333, -5.18536, 0.03542], [0.83981, -3.32052, -2.76591], [1.03520, -5.05137, -2.42504], [2.41389, -4.53282, 0.89347], [1.96046, -5.75148, -0.31283], [0.72470, -3.56513, 2.27287], [-0.98488, -3.82513, 1.90018], [-1.03680, -2.15769, -1.85233], [-2.09511, -2.95197, -0.67472], [2.45558, -2.21689, 0.25033], [1.73742, -1.72437, -1.29184], [2.23071, -0.58045, 2.05754], [1.22086, -0.10152, 1.81724]],
  "lowdin_charge": [1.309, 0.662, -1.040, 0.727, -0.351, -0.211, 0.189, -0.240, 0.184, 0.081, -0.254, 0.006, -0.051, -0.072, -0.029, -0.083, -0.380, -0.258, 0.020, -0.236, -0.898, 1.033, -0.470, -0.455, 0.973, 0.050, 0.127, 0.115, 0.109, 0.108, 0.093, 0.089, 0.093, 0.097, 0.145, -0.538, -0.329, -0.165, 0.043, -0.005, -0.010, -0.108, -0.022, 0.136, 0.125, 0.121, 0.104, -0.160, -0.138, -0.162, -0.140, -0.163, -0.143, -0.291, 1.032, -0.247, -0.265, 0.136, 0.138, 0.133, 0.136, 0.135, 0.136, 0.094, 0.100, 0.086, 0.095, 0.086, 0.099, 0.094, -0.327]
}

***

[2]
{
  "formula": "C33H36Cl2GeIrN2O4SSi",
  "method": "ωB97M-V with the def2-TZVPD basis set",
  "e_lumo_ev": [4.25, 4.25],
  "multiplicity": 2,
  "orbital_gap_ha": [0.2705, 0.2708],
  "total_charge": -2,
  "symbols": ["Ir", "C", "C", "C", "O", "C", "O", "O", "H", "H", "H", "H", "H", "H", "H", "C", "Si", "C", "C", "C", "C", "C", "C", "N", "C", "S", "H", "H", "H", "H", "H", "H", "H", "H", "H", "H", "H", "H", "O", "C", "N", "Cl", "C", "Cl", "H", "H", "C", "Ge", "C", "C", "C", "C", "C", "C", "C", "C", "C", "C", "C", "C", "C", "C", "C", "C", "C", "C", "H", "H", "H", "H", "H", "H", "H", "H", "H", "H", "H", "H", "H", "H", "H"],
  "positions_angstrom": [[0.76624, -1.88698, -0.06621], [-2.55161, 3.22458, 1.85058], [-2.68381, 1.71071, 1.81094], [-3.59255, 1.21494, 2.93479], [-1.39173, 1.13140, 1.95772], [-3.27831, 1.23463, 0.44926], [-4.31290, 1.79524, 0.03934], [-2.63193, 0.29839, -0.08334], [-2.14060, 3.54126, 2.81415], [-3.52556, 3.68766, 1.69420], [-1.87564, 3.55710, 1.06047], [-3.18552, 1.51746, 3.90485], [-3.64998, 0.12529, 2.90476], [-4.59700, 1.62525, 2.81978], [-1.41132, 0.44508, 1.25010], [-3.33983, 1.61825, -4.62980], [-2.69996, 0.01697, -3.87161], [-4.07374, -0.77993, -2.90262], [-2.08854, -1.07408, -5.27291], [-1.27079, 0.47424, -2.74048], [-0.93184, 1.79551, -2.48975], [0.00186, 2.13769, -1.51629], [0.58963, 1.13036, -0.78929], [0.30207, -0.14838, -1.03953], [-0.60614, -0.48902, -1.97458], [-0.80849, -2.21870, -1.99872], [-4.17236, 1.39572, -5.30321], [-2.57063, 2.13664, -5.20724], [-3.71158, 2.29153, -3.85384], [-4.98689, -0.85469, -3.50036], [-4.26352, -0.17658, -2.00970], [-3.78393, -1.77563, -2.56488], [-2.91344, -1.32965, -5.94552], [-1.66057, -1.99833, -4.88293], [-1.31433, -0.56570, -5.85202], [-1.42595, 2.58927, -3.03857], [0.24756, 3.16752, -1.29858], [1.29853, 1.32314, 0.00296], [0.68190, -6.03114, 1.30657], [0.68873, -4.89887, 0.92225], [0.68400, -3.78408, 0.54290], [1.86669, -0.62901, -4.96394], [2.56735, -1.35340, -3.58457], [4.33925, -0.38941, -0.73013], [3.62423, -1.22361, -3.43158], [1.88370, -1.67864, -2.81789], [2.02476, -1.22210, 0.84344], [3.37671, -0.29043, 1.95498], [3.45903, 1.67649, 1.89850], [3.28665, 2.35337, 3.10748], [3.33746, 3.74007, 3.16662], [3.54492, 4.47592, 2.00976], [3.71285, 3.81538, 0.80069], [3.67975, 2.42816, 0.74467], [5.05051, -1.22628, 2.28192], [5.98843, -0.66124, 3.14003], [7.16497, -1.33417, 3.44900], [7.40343, -2.59034, 2.91189], [6.46815, -3.16493, 2.05968], [5.30189, -2.48521, 1.74158], [2.33410, -0.61036, 3.62524], [2.81895, -1.32189, 4.71909], [2.01932, -1.55260, 5.83431], [0.71512, -1.07996, 5.86311], [0.21279, -0.37529, 4.77563], [1.01845, -0.14086, 3.67163], [3.09106, 1.79545, 4.01585], [3.19636, 4.24266, 4.11624], [3.56672, 5.55893, 2.04860], [3.87092, 4.38110, -0.11007], [3.83252, 1.91190, -0.19414], [5.80784, 0.31982, 3.56854], [7.89289, -0.87634, 4.10893], [8.31788, -3.12018, 3.15251], [6.65304, -4.14322, 1.63242], [4.59439, -2.92089, 1.04654], [3.83194, -1.71189, 4.70390], [2.41345, -2.11288, 6.67495], [0.08662, -1.27130, 6.72552], [-0.80885, -0.01519, 4.76552], [0.58695, 0.41069, 2.84360]],
  "lowdin_charge": [1.088, -0.035, -0.549, -0.034, -0.069, -0.639, -0.036, -0.034, 0.074, 0.075, 0.077, 0.070, 0.087, 0.077, 0.064, -0.192, 0.500, -0.172, -0.193, -0.247, -0.068, -0.049, -0.112, -0.179, -0.786, 0.533, 0.021, 0.024, 0.033, 0.023, 0.023, 0.014, 0.020, 0.003, 0.013, 0.094, 0.102, 0.092, 0.005, -0.537, -0.125, 0.495, -0.512, -0.080, -0.045, -0.071, -0.402, 0.779, -0.268, -0.110, -0.100, -0.110, -0.094, -0.146, -0.328, -0.116, -0.108, -0.115, -0.092, -0.121, -0.290, -0.106, -0.110, -0.109, -0.074, -0.109, 0.093, 0.093, 0.091, 0.096, 0.005, 0.099, 0.090, 0.088, 0.096, 0.094, 0.088, 0.088, 0.089, 0.097, 0.081]
}

***

[3]
{
  "formula": "Cl2Hg5O24S4",
  "method": "ωB97M-V with the def2-TZVPD basis set",
  "e_lumo_ev": -6.39,
  "orbital_gap_ha": 0.0803,
  "total_charge": 0,
  "symbols": ["Hg", "Hg", "Hg", "Hg", "Hg", "S", "O", "O", "O", "O", "S", "O", "O", "O", "O", "S", "O", "O", "O", "O", "S", "O", "O", "O", "O", "Cl", "O", "O", "O", "O", "Cl", "O", "O", "O", "O"],
  "positions_angstrom": [[-9.61309, -26.98883, 0.96191], [-8.33949, -31.29340, -0.00091], [-4.62943, -30.02921, -2.04665], [-10.76748, -30.10769, -3.23772], [-8.08923, -27.18127, -4.77078], [-10.46640, -33.20335, -2.23942], [-9.38040, -32.52373, -1.43272], [-11.61681, -33.68030, -1.52694], [-10.82471, -32.27304, -3.36693], [-9.70200, -34.28875, -2.87381], [-11.41742, -30.07857, 0.20628], [-10.53969, -28.85760, 0.11020], [-12.64788, -29.84294, 0.88445], [-11.70132, -30.24831, -1.28355], [-10.59738, -31.21529, 0.66245], [-9.69590, -29.95532, -6.19195], [-9.70223, -29.21610, -7.45390], [-9.86120, -29.08968, -4.95165], [-10.65985, -31.02304, -6.03808], [-8.32181, -30.50887, -6.24957], [-7.92615, -28.97960, -1.66507], [-6.69119, -29.69686, -1.23074], [-8.24608, -27.89021, -0.71535], [-7.71744, -28.41705, -2.98683], [-9.00813, -29.96640, -1.64082], [-4.28468, -31.45332, 0.63016], [-5.57514, -31.69096, -0.06098], [-3.90505, -32.41764, 1.57598], [-3.32162, -31.41232, -0.53331], [-4.36353, -30.14047, 1.20080], [-4.88610, -29.39123, -5.62129], [-3.74360, -29.31679, -4.67940], [-4.60912, -28.54128, -6.74046], [-5.12921, -30.72305, -6.01373], [-5.91622, -28.66483, -4.82714]],
  "lowdin_charge": [1.178, 1.370, 1.422, 1.317, 1.213, 0.324, -0.476, -0.232, -0.440, -0.243, 0.329, -0.540, -0.237, -0.409, -0.372, 0.258, -0.236, -0.559, -0.272, -0.233, 0.275, -0.470, -0.481, -0.484, -0.503, 0.701, -0.465, -0.226, -0.405, -0.322, 0.683, -0.401, -0.293, -0.256, -0.515]
}

***

[4]
{
  "formula": "C6H28N2O7",
  "method": "ωB97M-V with the def2-TZVPD basis set",
  "smiles": "C/C(N)=C/CCCN.O.O.O.O.O.O.O",
  "e_lumo_ev": 0.23,
  "orbital_gap_ha": 0.2915,
  "total_charge": 0,
  "symbols": ["C", "C", "N", "C", "C", "C", "C", "N", "H", "H", "H", "H", "H", "H", "H", "H", "H", "H", "H", "H", "H", "H", "O", "H", "H", "O", "H", "H", "O", "H", "H", "O", "H", "H", "O", "H", "H", "O", "H", "H", "O", "H", "H"],
  "positions_angstrom": [[-0.05729, 2.04675, -2.90546], [0.86304, 1.97195, -1.68546], [2.09074, 2.45494, -1.96075], [0.51965, 1.21409, -0.67245], [0.93996, 1.19580, 0.72790], [-0.23009, 1.43579, 1.68699], [-1.37352, 0.43445, 1.51254], [-1.99183, -0.34347, 2.61385], [-0.54661, 3.06320, -3.01834], [0.50504, 1.79420, -3.82443], [-0.87814, 1.27704, -2.90477], [2.71105, 2.54545, -1.09301], [2.19002, 2.97875, -2.86375], [-0.40364, 0.73999, -0.97616], [1.34311, 0.05559, 0.66860], [1.66714, 1.86345, 1.00008], [-0.65791, 2.59246, 1.76984], [0.16255, 1.45753, 2.77450], [-0.90364, -0.50105, 0.93455], [-2.22032, 0.75760, 0.83004], [-2.80990, 0.01277, 3.13190], [-1.29081, -0.63476, 3.26007], [3.86554, 0.95501, 0.75302], [3.49831, 0.50268, 0.06184], [4.20969, 0.42539, 1.42221], [-2.49570, -1.03662, -0.99335], [-2.07646, -1.36893, -1.77819], [-2.45686, -0.08833, -1.10792], [1.66668, -3.90675, 0.62028], [0.93069, -3.65700, 1.14689], [2.60814, -4.00090, 0.95070], [-0.70485, -3.04745, 1.60403], [-1.26551, -3.00871, 0.82357], [-0.83928, -2.16347, 2.00311], [-1.93156, 2.46263, -0.78523], [-1.53304, 2.89535, -0.12328], [-1.99540, 2.68372, -1.67594], [-3.33419, -2.89359, 0.70540], [-3.13968, -2.15111, 1.32241], [-3.77709, -2.23342, 0.08967], [3.42042, -3.12374, -1.29262], [2.43464, -3.46683, -1.18553], [3.28693, -2.19045, -1.56735]],
  "lowdin_charge": [-0.062, -0.455, 0.081, -0.161, -0.220, -0.200, -0.290, -0.022, 0.095, 0.080, 0.084, 0.129, 0.116, 0.070, 0.168, 0.061, 0.155, 0.122, 0.115, 0.105, 0.088, 0.056, 0.011, -0.022, 0.022, -0.037, 0.055, 0.017, -0.094, -0.042, 0.080, -0.056, 0.027, 0.019, 0.012, -0.027, 0.004, -0.111, 0.016, 0.053, -0.142, 0.075, 0.024]
}

***

[5]
{
  "formula": "C4H6CdO",
  "method": "ωB97M-V with the def2-TZVPD basis set",
  "e_lumo_ev": [-4.78, -6.32],
  "multiplicity": 2,
  "orbital_gap_ha": [0.2403, 0.1822],
  "total_charge": 1,
  "symbols": ["O", "Cd", "C", "C", "H", "H", "H", "H", "C", "C", "H", "H"],
  "positions_angstrom": [[-2.05905, 0.74310, -1.05480], [-3.24001, 1.09915, -2.63623], [-1.72618, -0.07815, -0.21276], [0.24950, -0.82324, -0.42484], [-2.21597, 0.04381, 0.77027], [0.42527, -0.49497, -1.45616], [0.18246, -1.90391, -0.61732], [-1.04529, -1.19081, 0.33315], [1.73778, -0.07086, 0.50611], [2.38876, 0.69246, 1.33529], [3.33269, 0.34358, 1.76901], [1.97007, 1.63985, 1.68827]],
  "lowdin_charge": [-0.399, 1.049, -0.249, -0.061, 0.092, 0.046, 0.056, 0.194, 0.121, -0.027, 0.092, 0.086]
}

***

[6]
{
  "formula": "C3H5ClF2",
  "method": "ωB97M-V with the def2-TZVPD basis set",
  "smiles": "C[C@@H](F)[C@@H](F)Cl",
  "e_lumo_ev": 0.89,
  "orbital_gap_ha": 0.4424,
  "total_charge": 0,
  "symbols": ["C", "C", "F", "C", "F", "Cl", "H", "H", "H", "H", "H"],
  "positions_angstrom": [[-1.24897, 0.10804, 0.41038], [0.01643, 0.66636, -0.23042], [0.59662, 1.79939, 0.23446], [1.13855, -0.39282, -0.17748], [1.65661, -0.69609, 1.02766], [0.65916, -1.97909, -0.98651], [-1.57780, -0.71463, -0.20408], [-0.86068, -0.44457, 1.30400], [-2.06622, 0.68153, 0.80225], [-0.23979, 0.99456, -1.28668], [1.92611, -0.02267, -0.89359]],
  "lowdin_charge": [-0.054, -0.414, 0.010, -0.640, 0.003, 0.596, 0.049, 0.092, 0.076, 0.162, 0.119]
}